{
  "formula": "C4H5F",
  "method": "the ωB97M-V functional and the def2-TZVPD basis",
  "elements": ["C", "C", "C", "C", "F", "H", "H", "H", "H", "H"],
  "positions_angstrom": [[0.39333, 1.03311, -0.11875], [0.19861, -1.09575, 0.20471], [0.01928, -0.14289, -0.90320], [-0.46644, 0.20065, 0.64780], [-1.74367, 0.54724, 0.93888], [1.36067, 1.02505, 0.41711], [0.21553, 2.06449, -0.35385], [-0.37920, -2.00174, 0.13372], [1.06569, -1.24593, 0.83514], [-0.66380, -0.38422, -1.80155]],
  "atomic_forces_ev_per_a": [[2.891, 2.803, 0.590], [-1.377, -0.804, 1.442], [-0.848, -0.835, -0.046], [-2.060, -1.390, -1.880], [0.024, -0.642, -0.008], [0.448, -0.019, -1.016], [-0.848, 0.226, -0.394], [-0.362, -0.251, 0.118], [0.930, -0.104, -0.708], [1.202, 1.016, 1.902]],
  "lowdin_charge": [-0.143, -0.091, -0.098, -0.299, 0.044, 0.111, 0.113, 0.102, 0.098, 0.162],
  "multiplicity": 1,
  "smiles": "F[C@]12C[C@@H]1C2",
  "relative_energy_kcal_mol": 56.5,
  "homo_ev": -8.248
}


{
  "formula": "C4H5F2N",
  "method": "the ωB97M-V functional and the def2-TZVPD basis",
  "elements": ["C", "C", "C", "C", "N", "F", "F", "H", "H", "H", "H", "H"],
  "positions_angstrom": [[1.09552, -1.13894, 0.00064], [-0.14086, -0.72857, -0.69841], [-0.80722, 0.35608, 0.13141], [0.03484, 1.40277, 0.62647], [1.87690, -0.58472, 0.74579], [-0.14111, 1.95653, 1.87837], [0.50210, 2.32092, -0.29164], [1.12468, -2.17476, -0.36494], [0.12650, -0.48883, -1.79725], [-0.81279, -1.53477, -0.82562], [-1.61361, 0.78832, -0.44455], [-1.24497, -0.17404, 1.03974]],
  "atomic_forces_ev_per_a": [[-0.800, -2.184, -1.583], [0.331, 2.411, -1.508], [-1.871, -1.032, 0.879], [2.624, 1.745, 0.882], [0.261, 1.232, 0.868], [0.007, -0.708, -2.399], [-0.916, -1.020, 1.595], [1.491, -0.666, 0.571], [-0.268, 0.246, 1.709], [-0.700, -1.030, 0.223], [-0.574, 0.184, -0.170], [0.416, 0.823, -1.066]],
  "lowdin_charge": [-0.366, -0.191, -0.164, -0.269, 0.200, 0.070, 0.068, 0.114, 0.158, 0.092, 0.125, 0.162],
  "multiplicity": 1,
  "relative_energy_kcal_mol": 79.3,
  "homo_ev": [-9.316, -8.434]
}


{
  "formula": "C4H5F2N",
  "method": "the ωB97M-V functional and the def2-TZVPD basis",
  "elements": ["C", "C", "C", "C", "N", "F", "F", "H", "H", "H", "H", "H"],
  "positions_angstrom": [[-0.75751, 0.15712, -1.84985], [1.83783, 0.53585, 1.72242], [-0.24415, -2.12539, -1.15466], [0.52831, 0.53858, 1.47890], [-0.52048, -0.90505, -1.31676], [-1.27492, 1.16676, -1.10311], [-0.47065, -0.29299, 1.90187], [2.37942, 1.36730, 1.32383], [2.40160, -0.34268, 2.18933], [-1.03599, -2.95833, -1.27912], [0.74695, -2.41670, -0.84202], [-0.13601, 1.27483, 1.07222]],
  "atomic_forces_ev_per_a": [[-0.683, 3.179, -1.647], [-0.583, -2.206, 0.309], [-1.328, -1.272, 0.111], [-0.989, 0.621, 0.744], [0.339, -2.815, 1.228], [0.242, -0.766, 0.082], [1.230, -1.399, 0.506], [0.304, 0.237, -0.100], [-1.040, 1.510, -0.599], [1.254, 1.659, 0.135], [0.148, 0.028, 0.057], [1.106, 1.225, -0.827]],
  "lowdin_charge": [-0.143, 0.024, 0.016, -0.235, -0.023, -0.028, -0.031, 0.045, 0.091, 0.118, 0.076, 0.091],
  "multiplicity": 1,
  "relative_energy_kcal_mol": 89.5,
  "homo_ev": [-8.889, -8.889]
}


{
  "formula": "C4H5F2NO",
  "method": "the ωB97M-V functional and the def2-TZVPD basis",
  "elements": ["C", "C", "C", "C", "H", "H", "H", "H", "H", "N", "O", "F", "F"],
  "positions_angstrom": [[0.40081, -0.25946, -0.19080], [-0.56366, -0.00015, -1.32398], [0.12714, 0.25179, 1.05099], [-1.09591, 0.77397, 1.57105], [2.21198, -1.24920, 0.35577], [1.87411, -1.26944, -1.33701], [-1.57208, -0.45181, -1.21610], [-0.78885, 1.11999, -1.40503], [-1.08913, 1.19872, 2.59536], [1.61090, -0.79387, -0.46232], [-2.15219, 0.85767, 0.92141], [-0.04705, -0.32120, -2.54586], [1.08393, 0.14299, 1.98653]],
  "atomic_forces_ev_per_a": [[-0.380, 0.724, 0.280], [-1.547, 2.111, 0.076], [-0.330, -0.652, -0.542], [-2.081, 0.807, -1.202], [-2.103, 1.814, -2.153], [-0.998, 0.787, 0.497], [0.813, -0.129, 0.212], [0.359, -1.379, 0.546], [0.378, -0.379, -0.112], [2.839, -2.449, 1.634], [1.368, -0.231, 0.599], [0.650, -0.778, -0.486], [1.030, -0.245, 0.652]],
  "lowdin_charge": [-0.224, -0.153, -0.254, -0.201, 0.177, 0.116, 0.135, 0.156, 0.131, 0.122, -0.008, -0.034, 0.038],
  "multiplicity": 1,
  "smiles": "N/C(CF)=C(\\F)C=O",
  "relative_energy_kcal_mol": 11.9,
  "homo_ev": -8.638
}